Entry 1:
{"formula": "C40H112N8O12S4", "method": "wB97M-V/def2-TZVPD", "elements": ["C", "C", "C", "O", "C", "N", "H", "H", "H", "H", "H", "H", "H", "H", "H", "H", "H", "C", "C", "C", "O", "C", "N", "H", "H", "H", "H", "H", "H", "H", "H", "H", "H", "H", "C", "C", "C", "O", "C", "N", "H", "H", "H", "H", "H", "H", "H", "H", "H", "H", "H", "C", "C", "C", "O", "C", "N", "H", "H", "H", "H", "H", "H", "H", "H", "H", "H", "H", "C", "C", "C", "O", "C", "N", "H", "H", "H", "H", "H", "H", "H", "H", "H", "H", "H", "C", "C", "C", "O", "C", "N", "H", "H", "H", "H", "H", "H", "H", "H", "H", "H", "H", "C", "C", "C", "O", "C", "N", "H", "H", "H", "H", "H", "H", "H", "H", "H", "H", "H", "C", "C", "C", "O", "C", "N", "H", "H", "H", "H", "H", "H", "H", "H", "H", "H", "H", "C", "S", "O", "C", "H", "H", "H", "H", "H", "H", "C", "S", "O", "C", "H", "H", "H", "H", "H", "H", "C", "S", "O", "C", "H", "H", "H", "H", "H", "H", "C", "S", "O", "C", "H", "H", "H", "H", "H", "H"], "positions_angstrom": [[12.82, 10.60, 12.54], [13.14, 12.06, 12.71], [12.03, 12.83, 13.50], [10.72, 12.67, 12.85], [9.78, 13.24, 13.76], [14.42, 12.13, 13.42], [12.49, 10.24, 13.50], [13.77, 10.06, 12.31], [12.02, 10.44, 11.81], [13.14, 12.58, 11.75], [12.35, 13.90, 13.54], [12.03, 12.44, 14.59], [10.13, 14.19, 14.09], [9.60, 12.66, 14.66], [8.79, 13.33, 13.31], [15.19, 11.78, 12.86], [14.66, 13.07, 13.58], [15.28, 13.99, 20.51], [13.88, 14.20, 21.15], [12.96, 12.94, 20.78], [12.86, 13.06, 19.36], [11.85, 12.14, 18.87], [13.85, 14.36, 22.62], [15.79, 14.93, 20.53], [15.21, 13.61, 19.46], [15.92, 13.29, 21.06], [13.48, 15.09, 20.73], [11.98, 12.98, 21.27], [13.61, 12.11, 21.04], [10.92, 12.42, 19.32], [12.09, 11.09, 19.12], [11.86, 12.33, 17.75], [14.30, 13.56, 23.03], [14.34, 15.19, 22.81], [25.82, 12.92, 16.88], [24.39, 13.21, 16.40], [23.35, 12.39, 16.93], [22.16, 12.80, 16.28], [21.02, 12.11, 16.47], [24.14, 14.69, 16.67], [26.04, 11.86, 16.63], [25.84, 13.13, 17.93], [26.57, 13.51, 16.42], [24.38, 13.12, 15.30], [23.22, 12.42, 17.99], [23.69, 11.31, 16.72], [20.52, 12.35, 17.43], [21.20, 11.00, 16.43], [20.31, 12.37, 15.66], [23.14, 14.78, 16.77], [24.62, 14.87, 17.56], [18.76, 12.10, 22.59], [19.20, 11.68, 21.21], [19.92, 12.82, 20.47], [18.88, 13.64, 19.95], [19.21, 14.96, 19.72], [20.20, 10.61, 21.34], [18.35, 13.11, 22.59], [19.64, 12.09, 23.26], [17.97, 11.49, 22.99], [18.38, 11.42, 20.49], [20.59, 12.41, 19.70], [20.50, 13.48, 21.17], [18.32, 15.59, 19.78], [19.69, 15.07, 18.79], [19.91, 15.43, 20.46], [20.12, 9.87, 22.03], [20.27, 10.06, 20.50], [13.86, 9.12, 16.89], [15.24, 9.73, 16.91], [16.13, 8.85, 17.78], [15.76, 8.66, 19.12], [15.95, 9.81, 19.88], [15.80, 9.86, 15.57], [13.97, 8.15, 16.33], [13.04, 9.77, 16.49], [13.57, 8.79, 17.88], [15.26, 10.68, 17.42], [17.16, 9.25, 17.76], [16.20, 7.81, 17.31], [15.11, 10.51, 19.78], [16.84, 10.28, 19.50], [16.15, 9.58, 20.93], [15.84, 8.97, 15.05], [15.26, 10.54, 15.05], [19.34, 10.13, 11.40], [18.55, 9.98, 12.76], [19.53, 9.80, 13.94], [20.24, 8.59, 13.85], [19.70, 7.56, 14.60], [17.77, 11.22, 12.93], [19.87, 11.08, 11.44], [18.78, 10.04, 10.50], [20.19, 9.40, 11.42], [17.91, 9.11, 12.76], [18.91, 9.73, 14.83], [20.26, 10.62, 13.95], [19.69, 7.78, 15.67], [20.33, 6.71, 14.54], [18.74, 7.31, 14.20], [18.27, 12.06, 12.56], [17.42, 11.39, 13.86], [15.78, 17.70, 21.75], [16.52, 18.42, 20.63], [17.83, 19.00, 21.26], [17.64, 20.06, 22.21], [18.83, 20.72, 22.50], [16.81, 17.50, 19.55], [15.81, 18.33, 22.65], [16.12, 16.72, 21.95], [14.71, 17.65, 21.55], [15.96, 19.32, 20.29], [18.47, 19.35, 20.44], [18.27, 18.15, 21.77], [19.31, 21.24, 21.61], [19.54, 19.99, 22.87], [18.53, 21.42, 23.28], [17.30, 18.01, 18.85], [15.90, 17.21, 19.16], [13.50, 17.03, 11.64], [14.37, 16.49, 12.75], [15.87, 16.85, 12.51], [16.25, 16.40, 11.24], [17.56, 15.98, 11.13], [13.98, 17.06, 14.04], [12.45, 16.69, 11.77], [13.74, 16.70, 10.63], [13.56, 18.16, 11.67], [14.24, 15.39, 12.77], [16.43, 16.31, 13.26], [15.92, 17.93, 12.65], [17.75, 15.02, 11.57], [18.37, 16.58, 11.49], [17.77, 15.83, 10.05], [13.66, 18.00, 13.92], [14.83, 17.11, 14.64], [21.76, 15.27, 11.57], [20.41, 14.80, 12.63], [20.05, 13.39, 12.25], [21.27, 14.72, 14.16], [22.14, 16.25, 11.80], [21.31, 15.26, 10.54], [22.53, 14.46, 11.63], [21.65, 15.69, 14.44], [21.98, 13.90, 13.96], [20.47, 14.28, 14.75], [21.72, 17.38, 17.33], [20.59, 18.26, 16.26], [19.21, 17.86, 16.63], [20.81, 19.79, 17.07], [21.72, 16.39, 17.02], [21.17, 17.38, 18.30], [22.68, 17.80, 17.34], [20.04, 20.48, 16.66], [21.82, 20.14, 16.97], [20.56, 19.57, 18.12], [12.43, 15.23, 17.00], [12.95, 16.40, 18.30], [14.47, 16.47, 18.20], [12.26, 17.96, 17.65], [12.73, 15.69, 16.04], [11.36, 15.05, 17.25], [12.96, 14.30, 17.26], [12.66, 18.70, 18.32], [11.18, 17.95, 17.69], [12.46, 18.11, 16.59], [17.09, 13.02, 16.78], [17.44, 14.23, 15.46], [16.25, 14.32, 14.51], [17.08, 15.72, 16.55], [16.38, 13.37, 17.58], [18.00, 12.84, 17.39], [16.74, 12.11, 16.33], [17.42, 16.65, 16.03], [17.71, 15.68, 17.44], [16.00, 15.77, 16.69]], "lowdin_charge": [-0.06, -0.44, -0.18, -0.17, -0.13, 0.06, 0.07, 0.09, 0.07, 0.13, 0.11, 0.14, 0.06, 0.08, 0.09, 0.05, 0.01, -0.04, -0.39, -0.16, -0.26, -0.08, 0.05, 0.04, 0.07, 0.07, 0.08, 0.13, 0.11, 0.07, 0.09, 0.09, 0.06, 0.04, -0.05, -0.44, -0.23, -0.21, -0.14, 0.05, 0.09, 0.07, 0.07, 0.14, 0.13, 0.16, 0.08, 0.11, 0.08, 0.02, 0.06, -0.06, -0.43, -0.19, -0.21, -0.14, 0.03, 0.07, 0.09, 0.07, 0.13, 0.10, 0.13, 0.06, 0.05, 0.10, 0.08, 0.06, -0.06, -0.46, -0.23, -0.18, -0.11, 0.06, 0.10, 0.08, 0.06, 0.12, 0.12, 0.15, 0.08, 0.06, 0.10, 0.09, 0.04, -0.04, -0.38, -0.21, -0.18, -0.13, 0.05, 0.04, 0.06, 0.08, 0.11, 0.10, 0.12, 0.09, 0.08, 0.08, 0.06, 0.03, -0.06, -0.42, -0.19, -0.20, -0.14, 0.06, 0.09, 0.05, 0.07, 0.14, 0.11, 0.12, 0.10, 0.08, 0.09, 0.06, 0.03, -0.07, -0.44, -0.20, -0.16, -0.15, 0.05, 0.08, 0.08, 0.10, 0.12, 0.08, 0.13, 0.05, 0.06, 0.10, 0.05, 0.08, -0.26, 0.79, -0.53, -0.26, 0.05, 0.07, 0.07, 0.05, 0.06, 0.01, -0.24, 0.81, -0.54, -0.28, -0.01, 0.08, 0.05, 0.07, 0.05, 0.06, -0.23, 0.86, -0.58, -0.24, 0.04, 0.07, 0.03, 0.04, 0.05, 0.04, -0.24, 0.86, -0.58, -0.23, 0.06, 0.04, 0.01, 0.03, 0.02, 0.03], "total_energy_ev": -123118.927, "homo_lumo_gap_ev": 8.3, "homo_ha": -0.2986}

=====

Entry 2:
{"formula": "C8H6S2", "method": "wB97M-V/def2-TZVPD", "elements": ["C", "C", "C", "C", "C", "C", "C", "C", "S", "S", "H", "H", "H", "H", "H", "H"], "positions_angstrom": [[1.50, -0.45, 0.68], [1.28, 0.84, 0.31], [0.54, -1.46, 0.61], [-0.04, 1.22, 0.05], [-0.78, -1.07, 0.24], [-1.14, 0.24, -0.04], [-3.78, 0.18, 0.11], [-2.52, 0.47, -0.33], [-4.94, -0.83, 0.52], [-3.58, 1.96, -0.19], [2.52, -0.82, 0.74], [1.95, 1.57, 0.53], [0.82, -2.50, 0.69], [-0.31, 2.23, -0.25], [-1.56, -1.94, 0.14], [-2.37, -0.55, -2.09]], "lowdin_charge": [-0.10, -0.08, -0.06, 0.02, -0.05, -0.27, -1.17, -0.55, 0.66, 0.86, 0.11, 0.08, 0.10, 0.11, 0.15, 0.18], "relative_energy_kj_mol": 142.4, "total_energy_ev": -30057.539, "spin_multiplicity": 3, "homo_lumo_gap_ev": [7.6, 6.2], "s_squared": 2.02, "homo_ha": [-0.2794, -0.3192]}

=====

Entry 3:
{"formula": "C26H30N6O3", "method": "wB97M-V/def2-TZVPD", "elements": ["C", "C", "O", "C", "C", "C", "C", "C", "C", "H", "H", "N", "C", "O", "C", "C", "H", "C", "N", "C", "C", "N", "N", "N", "N", "C", "C", "C", "C", "C", "C", "C", "H", "H", "H", "H", "H", "H", "H", "H", "H", "C", "H", "C", "H", "C", "H", "C", "H", "C", "H", "O", "H", "H", "H", "H", "H", "H", "H", "H", "H", "H", "H", "H", "H"], "positions_angstrom": [[-7.48, -1.86, 0.60], [-6.73, -1.00, 1.62], [-5.35, -1.29, 1.66], [-4.53, -0.86, 0.67], [-3.22, -1.31, 0.73], [-2.27, -0.92, -0.21], [-2.65, -0.04, -1.24], [-3.97, 0.41, -1.31], [-4.90, 0.01, -0.37], [-5.90, 0.38, -0.45], [-4.26, 1.08, -2.10], [-1.71, 0.36, -2.15], [-0.39, -0.02, -2.16], [0.37, 0.44, -2.99], [-0.01, -0.98, -1.12], [-0.92, -1.38, -0.20], [-0.63, -2.08, 0.57], [1.41, -1.49, -1.11], [2.21, -0.68, -0.19], [2.74, 0.52, -0.83], [3.05, 1.53, 0.21], [4.19, 2.15, 0.42], [4.01, 2.94, 1.47], [2.83, 2.83, 1.92], [2.18, 1.95, 1.15], [0.82, 1.56, 1.39], [-0.19, 2.29, 0.54], [-1.53, 2.21, 0.90], [-2.50, 2.85, 0.16], [-2.14, 3.58, -0.97], [-0.81, 3.67, -1.33], [0.16, 3.03, -0.58], [1.20, 3.13, -0.87], [-0.52, 4.24, -2.20], [-2.90, 4.08, -1.55], [-3.54, 2.79, 0.46], [-1.81, 1.64, 1.77], [0.75, 0.48, 1.19], [0.62, 1.74, 2.45], [1.98, 0.91, -1.51], [3.65, 0.32, -1.42], [3.21, -1.42, 0.56], [3.71, -0.70, 1.22], [4.28, -2.19, -0.24], [3.79, -2.90, -0.90], [5.29, -2.86, 0.72], [5.76, -3.70, 0.21], [6.31, -1.74, 0.95], [6.08, -1.19, 1.87], [6.14, -0.82, -0.28], [7.02, -0.81, -0.91], [5.08, -1.36, -1.06], [5.90, 0.21, 0.02], [7.32, -2.12, 1.03], [4.82, -3.21, 1.63], [2.68, -2.14, 1.20], [1.81, -1.47, -2.13], [1.41, -2.52, -0.75], [-1.98, 1.02, -2.86], [-2.94, -1.98, 1.53], [-6.90, 0.07, 1.43], [-7.08, -1.23, 2.63], [-7.33, -2.91, 0.83], [-8.54, -1.64, 0.65], [-7.12, -1.67, -0.41]], "lowdin_charge": [-0.06, -0.25, -0.05, -0.26, 0.06, -0.15, -0.21, -0.02, -0.01, 0.11, 0.12, 0.19, -0.43, 0.05, -0.10, 0.04, 0.13, -0.12, -0.15, -0.09, -0.30, 0.07, -0.05, 0.05, -0.07, -0.08, -0.19, -0.04, -0.09, -0.10, -0.07, -0.03, 0.11, 0.11, 0.10, 0.10, 0.12, 0.12, 0.14, 0.11, 0.13, -0.12, 0.13, -0.32, 0.15, -0.12, 0.12, -0.14, 0.11, -0.18, 0.12, -0.12, 0.10, 0.11, 0.11, 0.13, 0.14, 0.13, 0.17, 0.13, 0.11, 0.12, 0.08, 0.08, 0.07], "relative_energy_kj_mol": 214.8, "total_energy_ev": -42531.546, "homo_lumo_gap_ev": 8.0, "smiles": "CCOc1ccc2[nH]c(=O)c(CN(Cc3nnnn3Cc3ccccc3)C[C@@H]3CCCO3)cc2c1", "homo_ha": -0.2989}

=====

Entry 4:
{"formula": "C10H18ClIMnN2OP", "method": "wB97M-V/def2-TZVPD", "elements": ["C", "I", "H", "H", "H", "Mn", "P", "C", "C", "H", "H", "H", "C", "H", "H", "H", "H", "H", "H", "C", "O", "Cl", "N", "C", "C", "C", "N", "C", "C", "H", "H", "H", "H", "H", "H"], "positions_angstrom": [[-0.33, -3.30, -2.52], [1.00, -1.52, -2.41], [-1.35, -3.03, -2.20], [0.13, -4.02, -1.84], [-0.25, -3.67, -3.55], [0.11, -0.21, -0.51], [-0.21, 1.64, -2.07], [1.35, 2.09, -2.91], [-1.35, 1.27, -3.44], [-1.74, 2.89, -0.68], [-1.08, 3.91, -2.02], [-0.07, 3.54, -0.58], [-0.84, 3.14, -1.26], [-2.37, 1.12, -3.04], [-1.35, 2.13, -4.13], [1.11, 2.81, -3.71], [1.82, 1.20, -3.35], [-1.04, 0.37, -3.98], [2.04, 2.54, -2.19], [1.67, 0.77, -0.11], [2.78, 0.95, 0.24], [-2.08, -0.01, -0.29], [0.22, -1.46, 5.62], [0.19, -1.25, 4.28], [0.58, -2.24, 3.35], [0.51, -1.97, 1.99], [0.13, -0.76, 1.52], [-0.28, 0.18, 2.40], [-0.26, -0.01, 3.76], [0.52, -2.33, 6.04], [-0.07, -0.73, 6.27], [0.94, -3.22, 3.68], [0.78, -2.72, 1.24], [-0.66, 1.11, 1.95], [-0.57, 0.79, 4.42]], "lowdin_charge": [-0.31, 1.14, 0.03, 0.02, 0.03, -0.05, 0.70, -0.24, -0.23, 0.05, 0.08, 0.07, -0.21, 0.05, 0.08, 0.08, 0.03, 0.04, 0.06, -0.14, 0.21, 0.19, 0.17, -0.27, 0.03, -0.09, -0.14, -0.15, 0.03, 0.13, 0.13, 0.13, 0.12, 0.10, 0.13], "relative_energy_kj_mol": 0.0, "charge": 2, "total_energy_ev": -76907.451, "spin_multiplicity": 5, "homo_lumo_gap_ev": [6.2, 6.0], "s_squared": 6.16, "homo_ha": [-0.5472, -0.5460]}

=====

Entry 5:
{"formula": "C11H15N", "method": "wB97M-V/def2-TZVPD", "elements": ["C", "C", "C", "C", "C", "C", "C", "C", "C", "N", "H", "H", "H", "H", "H", "H", "H", "H", "H", "C", "C", "H", "H", "H", "H", "H", "H"], "positions_angstrom": [[-2.44, -1.43, 1.06], [-0.75, 0.48, 0.39], [-1.18, -0.64, 1.20], [0.46, 0.93, 0.94], [-0.25, -0.78, 2.18], [-1.36, 1.29, -0.59], [-0.69, 2.38, -1.08], [0.56, 2.77, -0.56], [1.16, 2.03, 0.43], [0.72, 0.22, 2.07], [-2.29, 0.92, -1.00], [-1.13, 2.96, -1.89], [1.03, 3.66, -0.95], [-3.21, -1.13, 1.78], [-2.35, -2.51, 1.14], [-0.13, -1.50, 2.97], [1.65, 0.15, 2.46], [2.10, 2.34, 0.87], [-2.87, -1.29, 0.07], [1.47, -3.40, -2.32], [1.78, -1.92, -2.57], [2.00, -3.74, -1.43], [0.41, -3.58, -2.11], [1.71, -3.99, -3.20], [1.92, -1.40, -1.62], [1.04, -1.37, -3.14], [2.66, -1.81, -3.21]], "lowdin_charge": [-0.05, -0.13, -0.23, -0.24, -0.05, -0.03, -0.10, -0.10, -0.03, 0.07, 0.10, 0.10, 0.10, 0.08, 0.07, 0.12, 0.15, 0.11, 0.07, -0.17, -0.17, 0.06, 0.06, 0.06, 0.05, 0.06, 0.06], "relative_energy_kj_mol": 35.0, "total_energy_ev": -13140.428, "homo_lumo_gap_ev": 8.8, "smiles": "Cc1c[nH]c2ccccc12.CC", "homo_ha": -0.2910}

=====

Entry 6:
{"formula": "C5H7N3O", "method": "wB97M-V/def2-TZVPD", "elements": ["C", "C", "C", "C", "C", "H", "H", "H", "H", "H", "H", "H", "N", "N", "N", "O"], "positions_angstrom": [[2.29, -0.06, 0.50], [1.01, -0.91, 0.31], [1.41, 1.15, 0.09], [-1.76, -0.41, -0.10], [-3.20, -0.20, 0.01], [3.01, -0.83, -1.18], [2.75, -0.01, 1.48], [1.11, -1.83, -0.29], [0.49, -1.13, 1.26], [1.97, 1.81, -0.58], [0.96, 1.80, 0.87], [-1.57, -1.47, -0.29], [0.37, 0.26, -0.37], [-0.88, 0.55, -0.06], [-4.31, 0.12, 0.01], [3.31, -0.29, -0.40]], "lowdin_charge": [-0.35, -0.08, -0.10, -0.16, -0.20, 0.13, 0.14, 0.12, 0.13, 0.12, 0.13, 0.11, -0.16, 0.07, 0.14, -0.02], "relative_energy_kj_mol": 318.3, "total_energy_ev": -11813.090, "homo_lumo_gap_ev": 9.4, "smiles": "N#C/C=N/N1CC(O)C1", "homo_ha": -0.3414}